The molecule C4H9ClN2 at a distorted geometry, computed with ωB97M-V with the def2-TZVPD basis set.

The total charge is 0. The energy above the lowest of the compared OMol25 structures with the same formula, charge and spin is 12.5 kcal per mole. Its spin multiplicity is 1. The value obtained for the total energy is -727.467069 Ha. As for the SMILES: NC1(CCl)CNC1. The HOMO energy comes out at -0.327 hartree.

Each line ends with the Mulliken charge.
Positions of all 16 atoms, in Å:
1 N 0.630 -1.418 -0.639  -0.672
2 C 0.233 -0.167 0.022  1.703
3 C 1.248 0.359 0.983  -1.026
4 Cl 0.907 1.999 1.498  -0.192
5 C -1.185 -0.209 0.542  -1.014
6 N -1.667 0.760 -0.515  -0.466
7 C -0.254 0.825 -1.079  -1.024
8 H 0.141 -2.215 -0.250  0.215
9 H 1.633 -1.582 -0.721  0.233
10 H 2.236 0.418 0.507  0.387
11 H 1.312 -0.280 1.900  0.329
12 H -1.399 0.089 1.591  0.252
13 H -1.569 -1.188 0.486  0.398
14 H -2.305 0.287 -1.204  0.266
15 H 0.158 1.825 -1.040  0.263
16 H -0.121 0.498 -2.079  0.348